Record 1
Here is 2 unconnected molecules or ions with the total composition C15H27ClF3N2O9PS2 from OMol25. Energies are from ωB97M-V/def2-TZVPD.

Atoms and positions in Å:
C (2.7717, -0.3213, 1.9458)
C (-3.4207, 0.0064, 1.1077)
H (3.8378, 1.6115, 3.0820)
C (-2.9183, 3.0460, 0.8973)
H (0.4209, 1.1813, 1.8353)
P (2.8884, 1.4896, -1.3093)
F (-4.4554, -4.1708, -0.0328)
C (-4.8834, -3.2269, -2.1578)
H (5.0712, 3.3865, 3.9576)
H (0.0218, -0.2766, 2.7091)
O (4.2792, -0.7424, -0.4088)
H (1.5409, -0.6277, 0.1264)
H (-3.8348, 2.7509, 1.4054)
C (-1.0192, -0.1748, 0.8778)
O (2.3213, 0.2309, -2.1167)
H (-3.1922, 3.7029, 0.0741)
H (-5.7562, -3.4419, -6.1007)
O (-1.7359, 1.8605, -0.7668)
S (1.6686, 2.6620, -0.4719)
C (3.8991, 0.6119, 1.3958)
H (1.2656, -1.6996, 1.4613)
H (2.7439, -0.6059, -1.8663)
Cl (5.7137, 1.4010, -0.5971)
H (-1.3490, -1.1780, 1.1612)
O (4.7287, -2.5836, 1.1348)
H (-4.5971, -2.0352, -4.3695)
O (-5.8520, -2.6243, -2.8238)
C (0.2343, 0.1169, 1.7084)
H (3.2445, -1.2637, 2.1899)
F (-5.1878, -2.1313, -0.0916)
N (3.8204, 1.8254, 2.0903)
N (-2.1304, 0.7302, 1.1990)
F (-6.5285, -3.7854, -0.5228)
H (-2.2671, 3.5606, 1.6005)
H (3.6400, 4.0844, 3.2384)
O (-3.8334, -3.6093, -2.5785)
H (-3.5353, -0.6529, 1.9644)
C (4.6948, 3.8698, 3.0528)
H (-6.3032, -1.6126, -4.5086)
H (4.1463, 1.6535, -3.0476)
H (-4.2411, 0.7213, 1.1143)
H (-3.4585, -0.5442, 0.1684)
H (4.5625, 3.4239, 0.9494)
O (5.1734, -0.2068, 1.7265)
C (-5.8686, -3.6577, -5.0390)
H (-5.1680, -4.4472, -4.7712)
H (5.2342, 4.7943, 2.8711)
O (6.6550, -1.3859, 0.1994)
H (2.4667, 0.1246, 2.8937)
H (5.8135, 2.5010, 1.8348)
C (-2.2072, 1.8543, 0.3298)
C (1.4584, -0.6537, 1.2077)
C (4.8040, 2.9093, 1.8774)
H (-6.8794, -4.0250, -4.8606)
S (5.3335, -1.3752, 0.6987)
C (-5.6122, -2.4050, -4.2326)
O (3.7375, 2.2574, -2.4110)
H (-0.8014, -0.2159, -0.1926)
C (-5.2764, -3.3416, -0.6676)
C (4.1205, 0.6543, -0.1412)

Output
- max |F| (eV Å⁻¹) = 1.202
- frontier orbital gap (eV) = 9.623
- LUMO level (eV) = 0.43
- SMILES = CCN[C@]1(CCCCN(C)C(C)=O)OS(=O)(=O)O[C@@]1(Cl)P(O)(O)=S.CCOC(=O)C(F)(F)F
- net charge = 0


Record 2
Here is a molecular structure, C15H27IN2O5PPdS from OMol25. Energies are from ωB97M-V/def2-TZVPD.

Atoms and positions in Å:
H (-4.7556, 2.2271, 2.5125)
O (1.1008, -0.7299, 4.2232)
H (-5.1329, 0.6713, 1.7764)
Pd (-0.0150, 0.0642, 0.4554)
N (0.6033, 2.1397, -0.1425)
C (-2.5855, -2.6347, -0.0935)
H (-4.3025, -2.8152, 1.9739)
H (-2.1110, -1.6960, 1.7500)
C (1.4263, 2.7020, 0.7517)
H (-5.0674, -1.6236, 0.9253)
H (-4.7258, -1.1172, -1.4471)
C (-3.3420, 0.5363, -1.1987)
H (-5.2301, 0.3782, -2.2231)
H (-2.6808, 3.3670, 2.1874)
H (-1.2430, 2.5531, 1.5725)
C (-0.7336, 5.0656, -2.0003)
S (0.7817, -0.4172, 2.8538)
H (-0.7168, 6.7568, -3.1071)
H (-3.3128, -2.6048, -0.9086)
H (-4.8733, 2.0963, 0.7641)
P (-2.4132, 0.1038, 0.3524)
O (0.0252, -1.5217, 2.1508)
C (-4.7576, -0.0339, -1.3269)
H (-2.4422, -0.8911, -2.5736)
O (1.9618, -0.1079, 1.9938)
C (0.0823, 4.2940, -1.0163)
H (1.0326, 5.9585, -0.0342)
C (-0.0486, 2.9132, -1.0022)
H (-0.7067, 2.4224, -1.7080)
H (-5.3949, 0.1939, -0.4778)
I (0.8692, -1.1399, -1.8666)
H (-1.5887, -2.5142, -0.5187)
H (0.7424, 6.4862, -2.2383)
H (-3.4107, 1.6306, -1.1363)
H (-3.0661, 0.5812, -3.3366)
H (-2.6814, 0.8867, 2.5526)
H (-2.5247, 3.0994, 0.4506)
C (1.6172, 4.0742, 0.8009)
O (-1.7886, 4.6496, -2.4361)
N (-0.2344, 6.2881, -2.3591)
H (1.9066, 2.0115, 1.4401)
O (-0.1282, 0.7909, 2.7201)
H (2.2755, 4.4945, 1.5483)
C (-2.3155, 2.6637, 1.4339)
C (0.9322, 4.8806, -0.0877)
C (-2.8735, -1.5753, 0.9727)
H (-1.5354, 0.5840, -2.4386)
C (-4.2412, -1.7824, 1.6198)
C (-2.5479, 0.1880, -2.4571)
H (-2.6402, -3.6264, 0.3617)
C (-4.5376, 1.5737, 1.6631)
H (-4.3835, -1.1376, 2.4862)
C (-3.0291, 1.3205, 1.6098)

Output
- 2S+1 = 3
- max |F| (eV Å⁻¹) = 0.246
- frontier orbital gap (alpha / beta) (eV) = 6.742 / 7.189
- LUMO level (alpha / beta) (eV) = 2.27 / 2.27
- <S²> = 2.01
- energy relative to the best compared isomer or geometry (same formula, charge and spin) (kcal per mole) = 24.0
- net charge = -1


Record 3
Here is 2 unconnected molecules or ions with the total composition C15H27IO6 from OMol25. Energies are from ωB97M-V/def2-TZVPD.

Atoms and positions in Å:
H (-1.5854, 1.2222, 1.1485)
H (3.7054, 0.0760, 1.7260)
C (2.6646, -2.3830, -0.3860)
C (1.0870, -0.5564, 0.3877)
C (1.0879, 4.0052, -0.2886)
H (4.3855, 0.6414, 0.2261)
C (-4.2422, 0.9008, -1.7153)
H (-0.5450, 0.2908, -0.6223)
I (5.1098, 1.3944, 4.0546)
C (0.9452, 1.7752, -0.7080)
H (-6.1171, -3.0364, 0.2177)
H (2.0636, -3.2883, -0.4721)
C (-4.7513, -1.1912, -0.8300)
H (-4.1772, 0.5897, -2.7568)
C (-0.5134, 1.1652, 1.3307)
O (2.3422, 3.6160, -0.6265)
H (-0.2004, 2.1657, 1.6247)
H (2.9817, -2.3178, 0.6582)
H (-0.3476, 0.4877, 2.1684)
C (-4.9059, -4.2344, -1.1180)
H (0.4074, -1.3325, 0.7547)
H (-3.5227, 1.6899, -1.5168)
H (1.7714, -0.3584, 1.2125)
O (0.2250, 3.0167, -0.6039)
H (3.5642, -2.5035, -0.9886)
C (1.8594, -1.1425, -0.7893)
C (0.2189, 0.6622, 0.0664)
H (-3.8531, -4.4789, -1.2633)
C (4.0519, 0.9734, 1.2158)
H (5.4202, 2.5851, 1.7120)
O (-4.2655, -2.1406, -0.0314)
H (3.2618, 2.9700, 1.4056)
O (0.7841, 5.0466, 0.1856)
C (5.2750, 1.5306, 1.9324)
C (-5.0760, -3.3252, 0.0785)
H (6.1801, 0.9997, 1.6550)
H (2.5391, -0.4051, -1.2267)
O (-5.7952, -1.2280, -1.4274)
H (1.1559, -1.4231, -1.5787)
O (-3.8795, -0.1818, -0.8502)
H (-5.2494, 1.2476, -1.4974)
C (2.9074, 1.9960, 1.0671)
H (2.0760, 1.7090, 1.7104)
H (0.9061, 1.5096, -1.7675)
C (2.4047, 2.1761, -0.3680)
H (-5.2805, -3.7600, -2.0236)
H (-5.4587, -5.1607, -0.9602)
H (-4.7261, -3.8085, 0.9885)
H (3.1109, 1.8137, -1.1110)

Output
- max |F| (eV Å⁻¹) = 0.983
- frontier orbital gap (eV) = 10.038
- LUMO level (eV) = 0.44
- energy relative to the best compared isomer or geometry (same formula, charge and spin) (kcal per mole) = 0.0
- SMILES = CCC[C@@H](C)[C@H]1OC(=O)O[C@H]1CCCI.CCOC(=O)OC
- net charge = 0


Record 4
Here is a molecular structure, C15H27N2O4P2Yb from OMol25. Energies are from ωB97M-V/def2-TZVPD.

Atoms and positions in Å:
H (-4.8412, 0.7903, 1.7822)
N (0.9891, -0.6707, -0.0006)
C (-3.8520, 1.0711, 2.1671)
H (3.6949, -2.8956, 1.5992)
H (3.0294, 1.7604, 1.2985)
H (2.3985, 1.0868, -2.6000)
H (0.7478, 2.2541, -2.5098)
H (0.6092, 2.0517, 2.9023)
H (-3.2120, -3.0345, -1.2537)
H (-1.1945, -2.7364, 0.2242)
H (1.6320, -3.9191, 0.5972)
C (3.0709, -0.8999, 1.1822)
H (-2.9916, 0.5604, 4.0887)
H (-0.5017, -2.0914, -4.3294)
N (-1.9139, 0.0634, 1.2607)
O (3.2118, 1.0698, -2.0770)
H (0.7280, 4.7097, -0.2941)
H (1.4819, 3.5980, 2.5523)
H (-3.3444, -2.5203, -2.9569)
C (1.7997, -2.8435, 0.6321)
P (-1.2089, -1.8931, -2.0345)
H (3.9416, -0.3941, 1.6014)
H (-0.2604, -3.6130, -3.4512)
H (3.7767, 1.6942, -2.5584)
C (-2.6727, -2.9586, -2.2029)
H (0.8827, -2.2764, -3.2137)
H (1.9654, 3.7977, -1.1946)
H (-3.8595, 2.1054, 2.5412)
C (1.5264, 3.9601, -0.2002)
C (2.2412, 1.3662, 0.6236)
H (0.3917, 1.1265, -3.5216)
C (-3.2900, 0.0685, 3.1604)
O (-1.2669, -1.3745, 2.9244)
C (-2.0573, -0.5377, 2.5009)
C (-0.1687, -2.5277, -3.3754)
H (-0.3036, 3.5032, 2.3470)
H (2.3043, 4.3665, 0.4538)
C (-0.4105, -2.6461, -0.5501)
C (-2.8769, 0.9841, 0.9932)
Yb (-1.0524, 0.5588, -0.7268)
H (-2.3906, -3.9625, -2.5373)
C (2.0632, -0.1320, 0.6167)
C (0.6419, 2.9486, 2.2703)
C (2.9309, -2.2745, 1.1830)
O (0.3582, 1.3613, -2.5726)
H (-0.1793, -3.6748, -0.8474)
C (0.8541, -2.0095, 0.0388)
H (2.7198, 1.6110, -0.3360)
H (-4.0010, -0.7372, 3.3449)
O (-2.8821, 1.6860, -0.0623)
P (0.7409, 2.4692, 0.5199)

Output
- 2S+1 = 2
- max |F| (eV Å⁻¹) = 2.587
- frontier orbital gap (alpha / beta) (eV) = 9.040 / 7.933
- LUMO level (alpha / beta) (eV) = -6.06 / -7.16
- <S²> = 0.75
- net charge = +2


Record 5
Here is a single C15H27N3O3 molecule from OMol25. Energies are from ωB97M-V/def2-TZVPD.

Atoms and positions in Å:
N (-0.2487, -0.7892, 1.4909)
H (-0.8921, 0.4301, 3.9939)
H (-2.0968, 0.8777, -2.1924)
C (0.0438, 2.5142, -3.4342)
C (-1.4616, -0.3154, 3.4712)
H (1.6361, -1.9431, 3.0663)
H (3.5363, 1.6097, -0.7460)
C (2.5606, 2.0831, -0.4277)
C (-2.2620, 0.2836, 2.3015)
C (-2.2724, 1.6589, -2.9620)
C (-0.4347, -1.3145, 2.8310)
H (0.8306, 2.5796, -4.1766)
H (-0.7770, 0.6361, -4.1945)
H (0.7414, 1.4029, 0.4863)
C (-1.2450, 0.1075, 1.1864)
H (-3.1519, -0.3273, 2.0861)
H (2.8171, 2.8948, 0.2323)
C (-1.1347, 1.6635, -3.9657)
N (0.7044, 2.0024, -2.2517)
H (-2.5622, 1.3461, 2.4572)
H (0.7600, -2.9506, -2.4815)
C (0.9102, -1.3212, 3.5639)
C (1.2117, -2.5954, -1.5590)
H (-0.6119, -2.5281, -0.3816)
H (-0.2787, 3.5613, -3.2694)
H (2.0117, -1.8676, -1.8466)
H (1.3139, -0.3079, 3.6093)
C (0.8145, -1.2977, 0.6033)
O (2.2642, 3.6390, -2.2106)
H (-1.3969, -3.0567, 3.7762)
H (1.2974, -2.1524, 1.1025)
H (0.3103, 1.2303, -1.7632)
H (-0.4024, -3.4439, 2.3031)
C (1.9605, -0.2322, 0.3758)
H (1.6566, -3.4493, -1.0208)
C (-1.0861, -2.7155, 2.7785)
H (0.7539, -1.6872, 4.5627)
H (-2.1674, -0.7788, 4.1424)
H (-1.9766, -2.7016, 2.1527)
O (3.0994, -0.6409, 0.2402)
C (1.8241, 2.6146, -1.6930)
O (-1.1920, 0.8817, 0.2393)
H (-2.3346, 2.6521, -2.5143)
C (0.2026, -1.8520, -0.6892)
H (-0.2415, -1.0701, -1.2787)
H (-1.5184, 2.1117, -4.8814)
H (-3.2247, 1.4277, -3.4268)
N (1.7090, 1.1299, 0.3141)

Output
- max |F| (eV Å⁻¹) = 1.971
- frontier orbital gap (eV) = 9.704
- LUMO level (eV) = 0.52
- energy relative to the best compared isomer or geometry (same formula, charge and spin) (kcal per mole) = 29.2
- SMILES = CCCNC(=O)CNC(=O)[C@H](CC)N1C(=O)CCC1(C)C
- net charge = 0